[1]
{"formula": "C2H2O2S", "method": "ωB97M-V/def2-TZVPD", "smiles": "C=C=O.O=S", "orbital_gap_ev": [7.68, 7.66], "e_lumo_ev": [-1.40, -1.42], "symbols": ["C", "C", "O", "O", "S", "H", "H"], "coordinates": [[-0.42303, 0.71095, -0.06266], [-1.52451, -0.00170, -0.17070], [2.35274, -1.50940, 0.20194], [0.61886, 1.20027, 0.13206], [3.04107, -0.17375, -0.08281], [-2.40090, 0.20032, -0.74747], [-1.66423, -0.42669, 0.72965]]}



[2]
{"formula": "C2H2O3", "method": "ωB97M-V/def2-TZVPD", "smiles": "OC#COO", "orbital_gap_ev": 9.56, "e_lumo_ev": 0.52, "symbols": ["C", "C", "O", "O", "O", "H", "H"], "coordinates": [[1.15758, 0.06889, -0.10942], [-0.10038, -0.08480, -0.28021], [2.42381, -0.05863, 0.19627], [-2.35056, 0.30840, 0.22890], [-1.36198, -0.34626, -0.55931], [3.02526, 0.55447, -0.22182], [-2.79372, -0.44207, 0.74559]]}



[3]
{"formula": "C2H2O3", "method": "ωB97M-V/def2-TZVPD", "orbital_gap_ev": 12.51, "e_lumo_ev": 0.85, "symbols": ["C", "C", "O", "O", "O", "H", "H"], "coordinates": [[-2.78638, -1.78558, 0.34174], [-3.58307, 0.71870, 0.45148], [-2.47312, -2.75940, -0.12589], [1.50845, 1.11391, -0.42591], [-2.87450, 1.16634, -0.30167], [2.07927, 0.56742, 0.10090], [2.05102, 1.85992, -0.67804]]}



[4]
{"formula": "C2H2O3", "method": "ωB97M-V/def2-TZVPD", "smiles": "O1O[C@H]2O[C@@H]12", "orbital_gap_ev": 11.44, "e_lumo_ev": 0.98, "symbols": ["C", "C", "O", "O", "O", "H", "H"], "coordinates": [[-0.21271, 0.75131, 0.03517], [-0.21991, -0.71344, -0.11203], [-0.37142, 0.17113, -1.20163], [1.18843, 0.74699, 0.31187], [1.13990, -0.72704, 0.32852], [-0.81243, 1.44042, 0.40210], [-0.71186, -1.66937, 0.23599]]}



[5]
{"formula": "C2H2O3S", "method": "ωB97M-V/def2-TZVPD", "orbital_gap_ev": 9.08, "e_lumo_ev": -0.89, "symbols": ["C", "C", "O", "O", "O", "S", "H", "H"], "coordinates": [[1.10640, -1.01361, -0.71370], [0.24164, -0.34851, 0.35972], [2.84136, 1.35683, -0.15487], [3.47289, -0.79946, 0.68407], [0.58057, -1.72823, 0.14102], [3.57842, 0.15862, -0.36940], [0.75772, 0.01652, 1.27630], [-0.90544, -0.12974, 0.12056]]}



[6]
{"formula": "C2H2O3S", "method": "ωB97M-V/def2-TZVPD", "smiles": "O=CC=S(=O)=O", "orbital_gap_ev": [8.82, 8.82], "e_lumo_ev": [-1.76, -1.76], "symbols": ["C", "C", "O", "O", "O", "S", "H", "H"], "coordinates": [[0.68878, 0.52264, 1.20665], [-0.10071, 0.35440, 0.03640], [-1.12333, -0.33442, -2.21538], [1.44731, -0.17556, 1.83154], [-0.53952, -2.29741, -0.86251], [-0.45814, -0.88789, -1.07464], [0.48404, 1.56624, 1.55430], [-0.39843, 1.25200, -0.47637]]}



These records have energy above the lowest of the compared OMol25 structures with the same formula, charge and spin values of 2.917, 6.291, 0.699, 5.640, 4.804, 3.589 eV, in the order they appear.